1.
Here is a molecular structure, C26H40N6O4SSiTi from the Open Molecules 2025 dataset. Energies are from wB97M-V/def2-TZVPD.

Properties
F_max in Eh/bohr: 0.03721
LUMO level in eV: -7.6
HOMO level in eV: -14.590
Net charge: +2
Orbital gap in eV: 6.954

Atoms and positions in Å:
Ti 0.149 0.038 -0.373
C -0.578 -4.130 0.449
C -0.314 -2.671 0.478
N -0.049 -1.963 -0.585
N 0.032 -2.586 -1.782
C 0.317 -1.810 -2.804
N 0.391 -2.365 -4.007
S 0.618 -0.082 -2.700
C -0.279 -1.904 1.730
C -0.487 -2.452 2.985
C -0.396 -1.631 4.101
C -0.098 -0.286 3.937
C 0.111 0.194 2.658
N 0.033 -0.596 1.584
H -0.728 -4.458 -0.575
H -1.460 -4.376 1.041
H 0.269 -4.682 0.866
H 0.187 -3.345 -4.124
H 0.588 -1.802 -4.815
H -0.704 -3.506 3.089
H -0.550 -2.041 5.090
H -0.021 0.377 4.786
H 0.356 1.234 2.476
N 4.351 4.800 0.024
C 4.093 3.682 0.000
C 3.778 2.286 -0.031
C 4.786 1.322 -0.050
C 4.429 -0.019 -0.083
C 3.093 -0.355 -0.104
N 2.119 0.572 -0.080
C 2.456 1.870 -0.040
H 5.825 1.626 -0.046
H 5.184 -0.791 -0.091
H 2.785 -1.393 -0.145
H 1.645 2.588 -0.021
C -1.436 3.654 -3.882
C -1.694 3.897 -2.402
C -2.646 5.064 -2.188
C -0.374 4.128 -1.669
O -2.337 2.689 -1.903
Si -2.404 2.009 -0.450
O -0.845 1.349 -0.185
O -2.656 3.020 0.760
C -3.560 3.045 1.898
C -3.326 4.384 2.582
C -4.995 2.930 1.402
C -3.196 1.882 2.817
O -3.312 0.663 -0.415
C -4.159 -0.018 -1.393
C -4.952 -1.046 -0.598
C -3.257 -0.715 -2.401
C -5.102 0.962 -2.080
H -0.980 4.538 -4.327
H -2.371 3.446 -4.401
H -0.763 2.805 -4.015
H -2.193 5.984 -2.557
H -2.871 5.178 -1.127
H -3.578 4.895 -2.727
H 0.149 4.988 -2.083
H 0.250 3.239 -1.792
H -0.562 4.300 -0.605
H -3.647 5.196 1.929
H -2.267 4.513 2.806
H -3.894 4.436 3.510
H -5.186 3.698 0.651
H -5.690 3.072 2.228
H -5.168 1.950 0.955
H -2.181 2.020 3.197
H -3.244 0.945 2.255
H -3.882 1.829 3.660
H -4.277 -1.738 -0.089
H -5.602 -1.613 -1.263
H -5.569 -0.553 0.153
H -2.584 -1.386 -1.862
H -2.683 0.022 -2.963
H -3.850 -1.308 -3.096
H -5.668 1.514 -1.328
H -5.803 0.423 -2.715
H -4.546 1.669 -2.690


2.
Here is 3 unconnected molecules or ions with the total composition C26H41F3N3O4S2 from the Open Molecules 2025 dataset. Energies are from wB97M-V/def2-TZVPD.

Properties
F_max in Eh/bohr: 0.02689
LUMO level in eV: -4.1
Energy relative to the best compared isomer or geometry (same formula, charge and spin) in kJ/mol: 0.0
HOMO level in eV: -10.729
Net charge: +1
Orbital gap in eV: 6.601

Atoms and positions in Å:
C 5.443 2.543 1.113
O 4.376 2.646 0.182
C 4.789 2.485 -1.154
C 3.705 1.777 -1.997
C 3.802 0.205 -1.900
C 2.512 -0.278 -1.245
C 1.374 -0.556 -2.023
C 1.474 -0.349 -3.535
N 2.195 -1.505 -4.141
C 0.215 -0.999 -1.377
C -1.005 -1.338 -2.195
C -1.213 -2.890 -2.239
C 0.031 -3.758 -2.107
N -2.341 -3.437 -2.415
C 0.226 -1.114 0.047
C -1.068 -1.553 0.740
C -1.921 -0.326 1.136
C -1.447 0.672 1.993
C -2.196 1.777 2.312
C -3.477 1.965 1.786
C -3.963 0.980 0.959
C -3.212 -0.139 0.625
C -3.901 -1.115 -0.340
C 1.362 -0.832 0.762
C 1.559 -0.928 2.275
F 0.507 -1.367 2.957
F 1.843 0.311 2.746
F 2.605 -1.703 2.611
N 2.465 -0.408 0.081
O 3.599 -0.082 0.787
H 5.930 3.522 1.242
H 6.199 1.796 0.824
H 5.048 2.240 2.093
H 4.995 3.481 -1.589
H 5.735 1.922 -1.255
H 2.747 2.143 -1.599
H 3.768 2.125 -3.034
H 4.692 -0.090 -1.336
H 3.915 -0.229 -2.895
H 2.044 0.584 -3.677
H 0.504 -0.182 -4.006
H 2.711 -2.002 -3.422
H 2.876 -1.094 -4.774
H -0.944 -1.019 -3.238
H -1.875 -0.844 -1.751
H 0.788 -3.355 -2.795
H 0.428 -3.710 -1.080
H -0.213 -4.804 -2.310
H -3.067 -2.718 -2.496
H -0.918 -2.250 1.569
H -1.689 -2.097 0.022
H -0.454 0.641 2.431
H -1.775 2.531 2.977
H -4.014 2.871 2.055
H -4.963 1.119 0.546
H -4.979 -1.068 -0.132
H -3.588 -2.155 -0.209
H -3.773 -0.734 -1.362
H 4.253 -0.761 0.549
C -1.579 5.189 -2.857
S -1.663 3.500 -2.248
O -3.086 3.215 -1.930
C -0.837 3.793 -0.687
H -2.093 5.231 -3.815
H -2.069 5.861 -2.151
H -0.536 5.477 -2.991
H -1.379 4.546 -0.114
H 0.189 4.119 -0.868
H -0.831 2.850 -0.139
C -2.134 -2.043 4.532
S -2.513 -3.797 4.419
O -3.429 -3.971 3.261
C -3.510 -3.878 5.913
H -1.545 -1.773 3.663
H -3.057 -1.461 4.540
H -1.558 -1.848 5.436
H -4.346 -3.183 5.836
H -2.891 -3.632 6.776
H -3.888 -4.893 6.014


3.
Here is 2 unconnected molecules or ions with the total composition C26H41N5O13S from the Open Molecules 2025 dataset. Energies are from wB97M-V/def2-TZVPD.

Properties
F_max in Eh/bohr: 0.03911
LUMO level in eV: 0.1
Structure (SMILES): CCCOC[C@](S)(O[C@H](CCCOC)c1cccnc1)[C@@H](ON=O)O[C@](CC(=O)OC(C)=O)(N=C=O)OC[C@H](C)O.NC(N)=O
HOMO level in eV: -8.986
Orbital gap in eV: 9.096

Atoms and positions in Å:
C -4.664 3.559 1.187
C -5.234 2.169 1.459
C -4.231 1.091 1.946
O -2.862 1.441 1.928
C -2.294 1.275 0.655
C -0.930 1.979 0.567
S -1.113 3.538 1.541
O -0.579 2.393 -0.727
C -0.637 1.347 -1.713
C 0.672 1.428 -2.551
C 0.529 1.768 -4.034
C 0.119 0.553 -4.875
O -1.054 0.814 -5.610
C -1.667 -0.359 -6.122
C -1.903 1.533 -2.514
C -2.379 2.810 -2.818
C -3.570 2.922 -3.522
C -4.236 1.753 -3.885
N -3.798 0.518 -3.633
C -2.648 0.446 -2.953
C 0.272 1.097 1.147
O 1.023 1.813 2.111
N 2.162 2.405 1.497
O 2.596 3.246 2.170
O -0.227 -0.070 1.719
C 0.563 -1.214 1.577
C 1.778 -1.224 2.520
C 2.961 -0.437 2.073
O 3.282 -0.178 0.958
O 3.727 0.026 3.141
C 5.067 -0.287 3.031
C 5.986 0.807 3.419
O 5.409 -1.377 2.680
N 0.873 -1.478 0.160
C 1.619 -2.398 -0.090
O 2.327 -3.266 -0.304
O -0.185 -2.288 2.075
C -1.369 -2.628 1.349
C -2.472 -3.023 2.343
C -3.202 -4.269 1.868
O -3.401 -1.949 2.488
H -4.077 3.940 2.013
H -4.122 3.606 0.248
H -5.510 4.237 1.066
H -5.704 1.821 0.538
H -6.044 2.270 2.177
H -4.460 0.871 2.984
H -4.417 0.186 1.366
H -2.943 1.781 -0.066
H -2.252 0.225 0.355
H -0.598 4.417 0.668
H -0.673 0.353 -1.265
H 1.174 0.465 -2.459
H 1.320 2.137 -2.041
H -0.116 2.622 -4.212
H 1.525 2.054 -4.369
H 0.039 -0.332 -4.236
H 0.923 0.331 -5.589
H -2.745 -0.241 -6.067
H -1.346 -0.493 -7.156
H -1.410 -1.242 -5.536
H -1.813 3.672 -2.498
H -3.981 3.886 -3.779
H -5.181 1.843 -4.410
H -2.272 -0.551 -2.727
H 0.942 0.943 0.299
H 2.059 -2.250 2.745
H 1.411 -0.784 3.445
H 5.608 1.767 3.078
H 6.030 0.871 4.504
H 6.965 0.638 2.990
H -1.697 -1.870 0.644
H -1.142 -3.523 0.763
H -2.000 -3.140 3.313
H -4.121 -4.367 2.436
H -3.406 -4.238 0.799
H -2.576 -5.141 2.054
H -3.789 -1.763 1.628
N 6.955 -3.437 1.557
C 8.166 -3.619 2.155
N 8.939 -4.623 1.624
O 8.548 -2.942 3.095
H 6.638 -3.989 0.784
H 6.357 -2.704 1.923
H 9.836 -4.780 2.042
H 8.652 -5.194 0.853


4.
Here is a molecular structure, C26H42Al2BBr6ClCsF6N2NaO16P from the Open Molecules 2025 dataset. Energies are from wB97M-V/def2-TZVPD.

Properties
F_max in Eh/bohr: 0.26070
LUMO level in eV: -8.9
HOMO level in eV: -9.799
Net charge: +1
Orbital gap in eV: 0.936

Atoms and positions in Å:
C -0.246 6.693 1.041
C 0.436 5.526 0.590
C 1.184 4.239 -0.077
C 0.276 2.872 -0.228
B -0.995 3.270 -1.221
N -2.302 2.522 -1.372
O -0.982 4.499 -2.100
O 1.125 2.269 -1.323
C 0.791 0.864 -1.314
O 0.764 0.131 -2.419
C 0.617 0.445 0.302
C -0.288 -0.886 0.151
C -1.690 -0.847 -0.660
C -3.061 -0.956 0.295
C -3.226 -2.464 0.955
C -4.350 -0.791 -0.754
C 2.102 -0.184 0.520
Br 3.649 1.159 0.528
C 2.303 -1.425 1.550
C 3.953 -1.554 1.809
Br 1.441 -1.483 3.293
C 0.072 1.833 1.061
N -1.234 1.579 1.687
C -2.197 2.670 1.973
O -3.411 2.256 2.446
F -2.112 4.128 1.799
C -1.268 0.804 2.975
O -1.129 1.334 4.227
F -1.733 -0.630 3.122
P 1.108 2.664 2.403
O 2.076 1.710 3.408
O 0.383 3.876 3.347
H -0.825 7.637 1.424
H 2.297 4.052 0.314
H 1.418 4.569 -1.207
H -2.487 1.824 -0.629
H -2.425 2.103 -2.331
H -0.987 4.087 -3.032
H 0.406 -1.636 -0.480
H -0.489 -1.509 1.133
H -1.751 -1.881 -1.265
H -1.806 -0.042 -1.497
H -3.168 -0.080 1.055
H -3.336 -2.373 2.121
H -2.253 -3.092 0.674
H -4.154 -3.049 0.519
H -4.628 0.329 -0.956
H -4.054 -1.317 -1.772
H -5.270 -1.369 -0.316
H 2.357 -0.706 -0.538
H 2.039 -2.438 0.973
H 4.571 -1.603 0.818
H 4.094 -2.624 2.321
H 4.345 -0.783 2.603
H 1.631 1.305 4.212
H 1.034 4.664 3.361
Cs 4.730 0.944 -2.054
C 0.141 1.507 -4.960
O -1.190 1.714 -5.424
C -1.231 2.484 -6.630
C -1.398 1.584 -7.860
O -0.257 0.740 -8.050
C -0.472 -0.577 -7.552
H 0.127 0.683 -4.241
H 0.829 1.248 -5.771
H 0.496 2.409 -4.452
H -0.339 3.115 -6.720
H -2.100 3.143 -6.559
H -1.477 2.219 -8.750
H -2.316 0.989 -7.793
H -1.070 -1.146 -8.269
H -0.968 -0.579 -6.579
H 0.502 -1.064 -7.444
O -0.861 -5.988 4.887
Cl -0.370 -4.714 4.397
O -0.926 -4.455 3.083
O 1.077 -4.755 4.310
O -0.770 -3.659 5.308
Br -1.933 1.637 9.688
C -2.668 2.173 7.963
C -1.742 3.127 7.246
Br -1.849 4.921 8.005
H -3.660 2.593 8.155
H -2.775 1.243 7.399
H -2.041 3.242 6.201
H -0.691 2.826 7.287
C 6.643 -5.298 -4.840
C 5.347 -4.628 -5.162
O 5.453 -3.381 -4.502
C 6.786 -3.123 -4.352
O 7.243 -2.057 -3.975
O 7.539 -4.214 -4.678
H 6.979 -5.962 -5.642
H 6.601 -5.865 -3.904
H 5.223 -4.451 -6.235
H 4.485 -5.190 -4.792
Al -4.270 3.933 -2.127
F -2.821 -8.646 6.237
Al -3.670 -7.383 7.201
F -5.398 -7.847 7.409
F -3.572 -5.804 6.340
F -2.889 -7.236 8.817
Br 5.202 -6.502 -2.868
Br -0.798 8.984 2.453
Na 2.502 4.879 4.285


5.
Here is a molecular structure, C26H42AsF6N4O4S from the Open Molecules 2025 dataset. Energies are from wB97M-V/def2-TZVPD.

Properties
F_max in Eh/bohr: 0.01785
LUMO level in eV: 1.2
HOMO level in eV: -6.861
Net charge: -1
Orbital gap in eV: 8.085

Atoms and positions in Å:
C 0.714 4.041 5.943
O 0.281 3.885 4.616
C -1.120 4.056 4.506
C -1.531 3.883 3.070
C -1.406 2.435 2.577
C -2.764 1.714 2.367
C -2.860 1.112 1.007
C -3.150 -0.153 0.719
C -3.444 -1.243 1.710
C -4.627 -0.981 2.654
C -4.298 -1.369 4.096
N -4.086 -2.819 4.271
C -3.175 -0.530 -0.721
O -4.007 -1.299 -1.154
C -2.154 0.116 -1.582
C -1.505 -0.674 -2.677
C -1.284 -2.166 -2.366
C 0.214 -2.464 -2.178
N 0.644 -3.737 -2.768
C -1.867 1.394 -1.296
C -0.852 2.239 -1.996
C 0.457 2.264 -1.174
C 1.189 0.927 -1.204
C 2.151 0.681 -0.026
C 3.627 0.918 -0.374
C 4.329 -0.311 -0.954
C 4.025 -0.657 -2.411
S 4.303 0.783 -3.509
C 3.011 0.585 -4.629
N 2.073 1.434 -4.872
N 1.296 0.885 -5.872
C 1.821 -0.249 -6.144
O 2.911 -0.515 -5.417
C -2.599 2.010 -0.157
O -2.992 3.158 -0.176
H 0.328 4.965 6.380
H 1.794 4.096 5.938
H 0.392 3.203 6.560
H -1.375 5.068 4.833
H -1.625 3.350 5.173
H -0.868 4.510 2.482
H -2.541 4.263 2.960
H -0.853 1.889 3.336
H -0.805 2.400 1.681
H -2.866 0.968 3.140
H -3.546 2.464 2.440
H -3.629 -2.151 1.148
H -2.532 -1.413 2.281
H -5.475 -1.600 2.369
H -4.945 0.055 2.612
H -5.082 -1.042 4.771
H -3.358 -0.898 4.370
H -4.625 -3.325 3.577
H -3.122 -3.035 4.054
H -0.549 -0.232 -2.897
H -2.109 -0.561 -3.576
H -1.837 -2.505 -1.499
H -1.639 -2.764 -3.198
H 0.453 -2.507 -1.122
H 0.756 -1.644 -2.650
H 1.506 -3.974 -2.290
H 0.904 -3.578 -3.730
H -1.210 3.260 -2.063
H -0.611 1.853 -2.975
H 0.272 2.566 -0.147
H 1.105 3.017 -1.614
H 1.781 0.880 -2.107
H 0.478 0.109 -1.217
H 1.870 1.271 0.843
H 2.064 -0.366 0.256
H 3.737 1.783 -1.019
H 4.148 1.162 0.550
H 4.057 -1.172 -0.352
H 5.407 -0.208 -0.860
H 3.014 -1.024 -2.540
H 4.697 -1.437 -2.744
H 1.479 -0.962 -6.865
F 3.923 -6.635 -2.136
As 4.526 -5.166 -1.451
F 4.166 -4.325 -2.933
F 6.115 -5.530 -2.032
F 5.111 -3.674 -0.771
F 4.865 -5.981 0.036
F 2.923 -4.777 -0.875